A) This record from the Open Molecules 2025 dataset describes 2 unconnected molecules or ions with the total composition C3H10N2O2. The level of theory is ωB97M-V with the def2-TZVPD basis set.

Geometry (Å):
H  -1.4649  2.0268  -2.6511
H  -1.6588  -0.7978  0.1438
H  2.0007  -0.5643  1.7301
N  0.9197  -1.7368  -0.7621
O  1.1482  0.3538  -1.5975
O  -1.4013  2.4187  -1.7663
C  0.3968  0.1561  0.6350
C  0.9234  -0.3962  -0.6569
H  0.6538  -2.3229  0.0119
H  -1.3967  -0.2229  1.8099
H  0.6813  -0.2524  2.6752
H  -1.7436  0.7577  0.4261
H  0.4483  1.2371  0.7532
C  -1.1159  -0.0819  0.7694
H  -0.4779  2.1958  -1.6650
N  0.9931  -0.5577  1.7704
H  1.0936  -2.2132  -1.6263

## Properties
SMILES string   C[C@@H](N)C(N)=O.O
HOMO   -9.741 eV
Net charge   0

B) This record from the Open Molecules 2025 dataset describes 2 unconnected molecules or ions with the total composition C3H10N2O2. The level of theory is ωB97M-V with the def2-TZVPD basis set.

Geometry (Å):
H  1.4234  -0.5868  0.9206
H  2.1622  0.0372  2.1275
C  1.1075  -0.5281  -1.6849
H  -1.3245  0.8519  -1.4861
N  -1.1510  0.4098  1.6994
H  1.1616  -1.5963  -1.4830
H  0.7221  1.0772  -0.4435
O  -2.9507  1.0052  0.4280
H  -1.4298  -0.8378  -1.0521
C  -1.8331  0.5591  0.5206
N  0.4093  0.1259  -0.5684
H  0.6227  -0.3333  -2.6459
H  2.1206  -0.1304  -1.7238
O  1.8209  -0.7970  1.7889
H  -0.3991  -0.2586  1.7717
C  -1.0387  0.1228  -0.7151
H  -1.4233  0.8794  2.5459

## Properties
SMILES string   CNCC(N)=O.O
HOMO   -9.699 eV
Net charge   0

C) This record from the Open Molecules 2025 dataset describes 2 unconnected molecules or ions with the total composition C3H10N2O2. The level of theory is ωB97M-V with the def2-TZVPD basis set.

Geometry (Å):
H  -2.2239  -1.3793  0.6121
N  -0.9547  -0.4212  -0.4088
H  -1.4592  0.0701  -2.3776
C  -0.7764  -0.5934  -1.8459
H  0.9827  -1.2108  0.1067
H  1.7172  2.0753  -0.2705
O  -0.5165  -1.9502  1.3322
H  0.9637  0.5248  2.0942
H  0.3857  2.0876  1.6728
N  1.8478  1.2806  0.3490
H  -0.2787  0.7779  0.4367
H  0.2547  -0.3385  -2.0975
O  -2.3070  -0.6665  -0.0623
H  2.6976  1.4556  0.8786
H  -0.9746  -1.6304  -2.1301
C  -0.0490  -1.2109  0.4827
C  0.6906  1.1293  1.2278

## Properties
SMILES string   CN(O)C=O.CN
HOMO   -8.438 eV
Net charge   0

D) This record from the Open Molecules 2025 dataset describes 2 unconnected molecules or ions with the total composition C3H10N2O2. The level of theory is ωB97M-V with the def2-TZVPD basis set.

Geometry (Å):
H  1.0850  0.1062  2.5419
H  0.8197  -0.0218  -0.2026
H  -2.0511  0.8703  -1.2901
H  0.7867  -1.1851  -1.7991
H  1.8552  -2.1682  -1.7050
C  -0.6357  1.2486  0.2760
C  -1.6789  0.3213  -0.4077
H  -1.7694  -1.4750  -1.4217
O  -0.8993  2.4123  0.4539
O  1.7616  -1.2273  -1.8622
H  -1.3712  -1.6453  0.1447
H  -2.5642  0.4705  0.2430
N  0.5330  0.5997  0.5368
H  2.4295  0.3351  1.4514
H  1.5602  1.7150  2.0260
C  1.4086  0.6882  1.6708
N  -1.2697  -1.0444  -0.6561

## Properties
SMILES string   CNC(=O)CN.O
HOMO   -9.312 eV
Net charge   0

Question: which arrangement is favored energetically? Ranking from most to least stable: B), A), D), C).

A) This record from the Open Molecules 2025 dataset describes 2 unconnected molecules or ions with the total composition C3H10N2O2. The level of theory is ωB97M-V with the def2-TZVPD basis set.

Geometry (Å):
C  0.7672  -0.1987  0.0098
H  0.8602  -0.0420  1.0823
H  2.8148  -0.0051  -0.2826
O  -1.1249  1.2094  0.3909
H  1.0702  1.6029  -1.8240
N  0.1877  1.7699  -1.3845
H  -0.9299  -1.5418  0.4044
H  1.9817  -0.9235  -1.5103
N  1.9779  -0.2268  -0.7903
H  0.5847  -2.3191  0.1649
H  -2.0554  0.0559  1.5896
C  -0.1386  1.0318  -0.3065
H  -0.4097  -1.6680  -1.2004
H  -2.7228  0.3010  2.9945
O  -2.6688  -0.2592  2.2438
C  -0.0163  -1.4869  -0.1979
H  -0.1779  2.7000  -1.3835

## Properties
SMILES string   C[C@@H](N)C(N)=O.O
HOMO   -9.304 eV
Net charge   0

B) This record from the Open Molecules 2025 dataset describes C3H10N2O2 in the gas phase. The level of theory is ωB97M-V with the def2-TZVPD basis set.

Geometry (Å):
O  -0.0019  2.1117  -0.6204
C  -0.2589  0.7671  -0.7956
N  -0.5593  0.6113  1.6504
H  1.5241  -1.5789  0.2098
H  0.1105  1.3681  1.7559
H  1.8337  1.0301  -1.8026
H  -2.3205  -1.0346  0.3100
H  -0.3151  0.0035  2.4257
H  1.8986  -0.4761  -1.6310
H  -1.0672  -1.8220  -0.6570
O  1.2668  -0.6714  0.4674
N  1.1868  0.2384  -1.7831
C  -1.2582  -1.3052  0.2849
C  -0.3904  -0.0726  0.4110
H  -1.0122  0.6305  -1.5634
H  0.4272  2.2134  0.2436
H  -1.0640  -2.0134  1.0944

## Properties
SMILES string   C[C@@](N)(O)[C@H](N)O
HOMO   -8.036 eV
Net charge   0

C) This record from the Open Molecules 2025 dataset describes a molecular structure, C3H10N2O2. The level of theory is ωB97M-V with the def2-TZVPD basis set.

Geometry (Å):
H  1.7891  0.7844  -0.7686
H  0.5057  1.9043  1.5250
H  -0.8518  -0.7368  -1.1489
O  1.6958  -0.8785  -1.9179
C  1.3898  -0.2249  -0.7569
H  -2.8889  0.3381  0.2019
C  -1.9857  0.3114  0.8232
H  -1.7570  -0.7398  1.0490
O  0.2885  0.9741  1.6499
H  1.2038  -1.7992  0.4953
H  -0.2831  0.8575  -1.8670
N  -0.9322  0.9725  0.0773
N  1.5582  -0.8515  0.4369
H  -2.1627  0.8418  1.7528
H  1.6784  -1.8340  -1.7801
C  -0.4441  0.2652  -0.9692
H  1.1962  -0.1845  1.1973

## Properties
HOMO   -8.384 eV
Net charge   0

Question: which arrangement is favored energetically? Ranking from most to least stable: A), B), C).